[1]
Formula: C28H48N12O5PbS3Se
Source: the OMol25 dataset
Level of theory: ωB97M-V with the def2-TZVPD basis set

## Properties
Kohn-Sham gap = 7.4 eV
HOMO = -7.0 eV
LUMO energy = 0.3 eV

Structure (XYZ):
```
98
C28H48N12O5PbS3Se (ωB97M-V with the def2-TZVPD basis set)
Pb 0.18590 0.23700 1.09792
N -0.74496 -0.68232 3.39614
C -2.14226 -0.39027 3.74435
C -2.20116 0.56084 4.94211
C -1.49272 1.91573 4.70403
C -2.42633 3.12688 4.71822
N -3.39955 3.12733 3.63172
C -3.12270 3.48570 2.37087
N -2.16090 4.36567 2.08460
N -3.91186 3.02483 1.39609
C -2.94121 0.19025 2.55304
O -4.13918 0.47854 2.79136
O -2.35614 0.34530 1.44054
H -0.60417 -1.66566 3.16381
H -0.13557 -0.47046 4.18034
H -2.67035 -1.30771 4.01874
H -1.74294 0.04993 5.79221
H -3.25134 0.71610 5.19435
H -0.95558 1.89823 3.75120
H -0.74722 2.09083 5.48337
H -1.83314 4.04177 4.68844
H -2.99866 3.14478 5.64608
H -4.03752 2.33605 3.66154
H -1.48418 4.62595 2.78079
H -1.83557 4.38706 1.12772
H -4.40054 2.16083 1.60844
H -3.53731 3.11141 0.46233
C 2.63818 -0.34765 2.07095
H 2.56286 -1.36372 2.43887
H 2.69151 0.43884 2.81466
C 2.87588 -5.01627 -1.15283
C 1.39317 -5.36605 -1.09047
C 0.77157 -5.11735 0.28593
S 0.50851 -3.34468 0.66087
O -0.00928 -3.34355 2.07098
C -0.91909 -3.13702 -0.49134
C -2.22459 -2.79117 0.21577
C -2.86035 -3.98461 0.92974
H 3.27054 -5.14908 -2.16288
H 3.45336 -5.65982 -0.48277
H 3.04934 -3.98837 -0.84680
H 1.26133 -6.42062 -1.33826
H 0.84732 -4.79206 -1.84548
H 1.41223 -5.47984 1.09149
H -0.20822 -5.58848 0.38012
H -1.03198 -4.04848 -1.08139
H -0.60279 -2.32405 -1.15135
H -2.91185 -2.41455 -0.54545
H -2.05944 -1.97019 0.91402
H -3.06800 -4.79421 0.22277
H -3.80534 -3.69782 1.39697
H -2.19981 -4.36402 1.70821
C 4.51058 1.74999 -3.16627
C 5.89587 1.48880 -2.57628
C 6.49489 0.18911 -3.11888
C 5.85666 1.56355 -1.04557
N 4.94055 0.64207 -0.35925
C 4.12708 0.96857 0.65565
N 3.59187 -0.17052 1.08075
N 4.09633 -1.17543 0.32134
N 4.90698 -0.66612 -0.54170
H 4.57562 1.86132 -4.25013
H 4.06301 2.66189 -2.76096
H 3.83943 0.91635 -2.95748
H 6.55977 2.30902 -2.86164
H 5.82224 -0.64907 -2.95821
H 7.44940 -0.04488 -2.63883
H 6.67276 0.28941 -4.19155
H 5.52963 2.55914 -0.75252
H 6.85628 1.39839 -0.63945
H 3.90970 1.95932 1.01893
Se 1.18595 5.13986 2.16740
C 0.89106 3.42160 2.03147
N 0.71238 2.26336 1.99818
N -5.75824 0.09759 -4.16558
C -4.62861 0.68597 -3.63035
C -3.84848 1.56005 -4.39224
C -2.75369 2.19346 -3.83281
C -2.42272 1.95410 -2.50975
C -3.17896 1.07633 -1.73648
C -4.27327 0.44840 -2.29549
S -1.04889 2.76492 -1.74722
O -0.34174 3.50608 -2.75875
O -1.58230 3.51937 -0.63277
N -0.15055 1.58806 -1.11538
C 0.51602 0.73178 -1.93809
S 0.53277 0.74682 -3.70306
C 1.50163 -0.68871 -3.70236
C 1.77879 -1.05000 -2.43418
N 1.22838 -0.26853 -1.44179
H -5.85427 0.07907 -5.16446
H -6.14734 -0.69038 -3.68110
H -4.10895 1.74590 -5.42905
H -2.14533 2.87229 -4.41906
H -2.90074 0.87894 -0.70390
H -4.87249 -0.22869 -1.69393
H 1.83156 -1.14188 -4.62502
H 2.39151 -1.89643 -2.14480
```

***

[2]
Formula: C28H48N3O10
Source: the OMol25 dataset
Level of theory: ωB97M-V with the def2-TZVPD basis set

## Properties
Kohn-Sham gap (alpha / beta) = 8.3 / 9.5 eV
2S+1 = 2
<S²> = 0.754
HOMO (alpha / beta) = -7.6 / -8.8 eV
LUMO energy (alpha / beta) = 0.7 / 0.7 eV

Structure (XYZ):
```
89
C28H48N3O10 (ωB97M-V with the def2-TZVPD basis set)
C 3.19539 -2.14981 0.70959
C 2.98040 -1.54169 -0.66205
O 3.46952 -0.46602 -0.91086
N 2.17399 -2.19747 -1.64042
C 2.38889 -3.64337 -1.74748
C 0.74265 -1.77865 -1.72852
N 0.22029 -2.40552 -2.95257
C -0.07501 -2.22838 -0.51227
C -1.56689 -1.81885 -0.53599
C -2.44656 -2.97255 -1.06255
C -2.04582 -1.47770 0.89356
N -1.78294 -0.67593 -1.46294
O -2.98799 -0.25734 -1.49828
C -0.72985 0.36251 -1.59741
C -1.10183 1.28131 -2.76747
C -0.67297 1.18306 -0.30354
C 0.65789 -0.26250 -1.89376
H 2.36971 -1.82454 1.35077
H 3.23556 -3.23544 0.72781
H 4.11252 -1.72618 1.12420
H 2.74394 -3.88748 -2.75457
H 1.48275 -4.22780 -1.57685
H 3.15621 -3.98364 -1.05149
H -0.34662 -1.76184 -3.48655
H -0.33090 -3.22670 -2.74525
H 0.39430 -1.85549 0.40102
H -0.03437 -3.32150 -0.43994
H -2.15841 -3.91183 -0.58595
H -3.49196 -2.77601 -0.80871
H -2.39931 -3.04896 -2.15099
H -1.22165 -1.30368 1.58919
H -2.69356 -0.60076 0.90423
H -2.61337 -2.31761 1.29949
H -0.37005 2.09583 -2.80355
H -1.05253 0.75803 -3.72633
H -2.08930 1.71846 -2.61894
H -0.29980 0.57142 0.52567
H -1.66362 1.54927 -0.02375
H 0.02029 2.01976 -0.42231
H 0.93745 -0.04491 -2.92507
H 1.38736 0.24994 -1.26857
O -0.60878 2.60781 2.68408
C -1.13561 3.60561 2.28118
O -2.18421 3.57575 1.42896
C -2.54452 4.91356 1.03500
C -1.99540 5.81957 2.13353
C -0.75982 5.03838 2.57622
H -2.08259 5.11573 0.06655
H -3.62544 4.95435 0.92813
H -1.78550 6.82768 1.78366
H -2.71179 5.88531 2.95388
H 0.11833 5.28123 1.97585
H -0.52004 5.15221 3.63064
O 0.27438 0.45122 -6.57717
C 1.25145 -0.19058 -6.32444
O 1.60277 -0.49743 -5.05796
C 2.85456 -1.20332 -5.02384
C 3.00042 -1.80361 -6.41831
C 2.27375 -0.77344 -7.28347
H 3.64311 -0.48479 -4.79071
H 2.79532 -1.93627 -4.22376
H 4.03769 -1.97578 -6.69771
H 2.47235 -2.75719 -6.46295
H 2.93019 0.03609 -7.60748
H 1.77500 -1.19311 -8.15252
O -1.96798 -3.90458 3.25227
C -3.05843 -3.86161 3.73895
O -3.63764 -2.69329 4.09885
C -4.90559 -2.93180 4.73189
C -5.34198 -4.31026 4.24590
C -3.99760 -5.01091 4.05633
H -4.75772 -2.90218 5.81361
H -5.58220 -2.13104 4.44544
H -6.01603 -4.80955 4.93826
H -5.84890 -4.21811 3.28474
H -3.64507 -5.48953 4.97163
H -3.98563 -5.73851 3.24994
O 2.18029 5.96173 1.57146
C 2.84599 5.48110 2.44276
O 3.59145 6.23334 3.28145
C 4.35562 5.38923 4.16228
C 3.61073 4.05828 4.18822
C 3.00790 4.01308 2.78552
H 5.36249 5.29243 3.75086
H 4.41509 5.87914 5.13070
H 4.25640 3.21635 4.42685
H 2.81294 4.09513 4.93107
H 3.68738 3.57203 2.05382
H 2.04909 3.50111 2.72928
```

***

[3]
Formula: C28H49As2F12HfN7
Source: the OMol25 dataset
Level of theory: ωB97M-V with the def2-TZVPD basis set

## Properties
Kohn-Sham gap (alpha / beta) = 5.8 / 6.1 eV
2S+1 = 2
<S²> = 0.751
total charge = +1
HOMO (alpha / beta) = -12.4 / -12.4 eV
LUMO energy (alpha / beta) = -6.6 / -6.3 eV

Structure (XYZ):
```
99
C28H49As2F12HfN7 (ωB97M-V with the def2-TZVPD basis set)
Hf 3.53802 -2.69373 -0.52034
As 0.22160 -0.47073 0.75588
F 0.19775 -1.59548 2.13113
F 1.65732 -1.43867 0.02359
F 0.40411 0.72723 -0.60607
F -1.15363 0.43818 1.49333
F 1.46489 0.48969 1.63901
F -0.97940 -1.47404 -0.20050
As 2.13144 -0.25610 -3.58437
F 1.93962 -1.82651 -4.46874
F 1.45341 0.62744 -5.00917
F 2.39998 1.25500 -2.71961
F 2.77330 -1.28277 -2.19570
F 3.79968 -0.15255 -4.25284
F 0.48543 -0.38305 -2.94422
C -1.93409 -5.41477 -3.18288
C -2.22223 -4.06292 -2.60568
C -1.15151 -2.97312 -2.94871
C 0.17871 -3.23499 -2.36749
N 1.23673 -3.46273 -1.87075
H -2.69657 -6.15707 -2.94683
H -0.98417 -5.82998 -2.84620
H -2.01004 -5.35096 -4.26835
H -2.33024 -4.19472 -1.52908
H -3.18855 -3.72324 -2.97843
H -1.38111 -1.92509 -2.75629
H -0.97975 -2.98729 -4.02500
C -0.93781 3.91321 2.99425
C 0.12329 3.65351 1.82344
C 0.62250 4.99550 1.24609
C -0.49887 5.83066 0.65797
N -1.33024 6.46886 0.21309
H -0.67155 4.69643 3.70402
H -1.16139 3.05771 3.63162
H -1.90518 4.20093 2.58252
H -0.26294 3.07370 0.98513
H 0.94325 3.13445 2.31976
H 1.31308 4.68137 0.46346
H 1.16315 5.58110 1.98965
C -5.72291 0.52060 0.86261
C -4.63333 0.69120 -0.20004
C -3.69240 -0.53250 -0.24727
C -4.38225 -1.84401 -0.62137
N -4.95981 -2.82063 -0.89795
H -6.35166 -0.36644 0.78553
H -6.40465 1.36731 0.94272
H -5.29647 0.44234 1.86267
H -4.11666 1.61351 0.06547
H -5.04425 0.84558 -1.19774
H -3.21707 -0.70597 0.71817
H -2.92542 -0.26812 -0.97525
C -2.30775 3.77283 -3.43650
C -2.07496 2.54444 -2.58497
C -2.18778 1.23566 -3.38132
C -3.42235 1.08647 -4.18974
N -4.39144 1.02754 -4.88926
H -2.19384 4.76286 -2.99496
H -3.27395 3.80149 -3.94023
H -1.60579 3.74766 -4.27000
H -2.80089 2.54444 -1.77187
H -1.11271 2.56960 -2.07355
H -2.09740 0.36463 -2.73229
H -1.41712 1.07696 -4.13564
C -2.40838 -4.16663 2.05508
C -1.61932 -5.42195 1.67379
C -0.14112 -5.44430 2.19875
C 0.79025 -4.63518 1.47778
N 1.60544 -3.97830 0.93229
H -1.78677 -3.31936 1.76553
H -2.59606 -4.12632 3.12804
H -3.35529 -4.24798 1.52138
H -1.69170 -5.59104 0.59942
H -2.07589 -6.34378 2.03417
H 0.28080 -6.44639 2.27549
H -0.14762 -5.04382 3.21249
C 5.22419 4.57849 -0.44894
C 4.78375 3.21633 -0.78150
C 4.12097 2.47793 0.38544
C 4.01032 1.04136 0.11977
N 3.87295 -0.08764 -0.09089
H 5.84089 4.52633 0.44830
H 4.38691 5.25705 -0.28579
H 5.85469 5.07543 -1.18624
H 5.64119 2.66971 -1.17405
H 4.04509 3.29565 -1.57911
H 3.12941 2.89427 0.56313
H 4.64415 2.42518 1.34021
C 3.57532 1.23567 4.06148
C 4.07360 0.06072 5.01376
C 3.32792 -1.23729 4.54901
C 3.31562 -1.61675 3.11001
N 3.26400 -1.94485 1.98566
H 3.75303 0.91534 3.03488
H 4.15655 2.13069 4.28330
H 2.51437 1.41605 4.23458
H 3.84016 0.30344 6.05043
H 5.15565 -0.06371 5.05589
H 2.29227 -1.08536 4.85305
H 3.68758 -2.13049 5.05984
```